P) This record from the OMol25 dataset describes the ion C5H11NO with charge -1. The level of theory is ωB97M-V/def2-TZVPD.

Results
**HOMO (alpha / beta)**: 0.81 / -2.56 eV
**Gap between HOMO and LUMO (alpha / beta)**: 2.9 / 6.3 eV

Structure (ORCA input):
```
! wB97M-V def2-TZVPD RIJCOSX def2/J DEFGRID3
* xyz -1 2
C 0.69 -0.14 -0.58
C -0.47 -0.79 -1.27
C -1.06 -1.90 -0.49
C -2.26 -2.52 -0.89
N 0.25 0.81 0.48
C 0.90 2.03 0.69
O 1.68 2.04 1.92
H 1.31 -0.91 -0.14
H 1.36 0.44 -1.22
H -0.07 -1.11 -2.27
H -1.23 -0.03 -1.54
H -0.45 -2.24 0.35
H -2.55 -3.55 -0.67
H -3.03 -1.91 -1.37
H -0.75 0.87 0.56
H 0.21 2.86 0.78
H 1.65 2.27 -0.08
H 1.45 1.18 2.33
*
```

---

Q) This record from the OMol25 dataset describes a cluster of 2 separate species, C5H11NO in total. The level of theory is ωB97M-V/def2-TZVPD.

Results
**HOMO (alpha / beta)**: 1.14 / -4.55 eV
**Gap between HOMO and LUMO (alpha / beta)**: 2.7 / 8.3 eV

Structure (ORCA input):
```
! wB97M-V def2-TZVPD RIJCOSX def2/J DEFGRID3
* xyz -1 2
C 0.53 0.01 -0.22
C 0.58 1.15 -0.91
N 0.54 2.44 -0.39
C 0.73 -1.33 -0.86
C -0.41 -2.33 -0.79
C -0.49 -3.22 0.20
H 0.42 0.07 0.86
H 0.57 1.11 -1.99
H 1.17 3.10 -0.82
H 0.18 2.60 0.54
H 1.06 -1.24 -1.90
H 1.57 -1.77 -0.32
H -1.08 -2.39 -1.64
H -1.25 -3.98 0.30
H 0.12 -2.98 1.07
H -1.50 1.61 2.64
H -1.54 2.50 1.39
O -1.05 2.39 2.24
*
```

---

R) This record from the OMol25 dataset describes the ion C5H11NO with charge -1. The level of theory is ωB97M-V/def2-TZVPD.

Results
**HOMO (alpha / beta)**: 0.50 / -2.99 eV
**Gap between HOMO and LUMO (alpha / beta)**: 3.3 / 6.7 eV

Structure (ORCA input):
```
! wB97M-V def2-TZVPD RIJCOSX def2/J DEFGRID3
* xyz -1 2
C -2.81 0.41 0.26
N -1.52 0.71 -0.33
C -0.34 -0.04 0.11
C 0.92 0.61 -0.54
C 2.18 -0.09 -0.09
O 2.88 0.29 0.92
C -0.45 -1.52 -0.24
H -2.88 0.82 1.27
H -3.61 0.82 -0.35
H -3.01 -0.67 0.37
H -1.62 0.60 -1.34
H -0.19 0.12 1.18
H 0.89 1.62 -0.11
H 0.83 0.67 -1.63
H 2.59 -0.79 -0.84
H -0.46 -1.66 -1.32
H -1.37 -1.96 0.15
H 0.40 -2.06 0.18
*
```

---

S) This record from the OMol25 dataset describes a cluster of 2 separate species, C5H11NO in total. The level of theory is ωB97M-V/def2-TZVPD.

Results
**HOMO (alpha / beta)**: 0.15 / -3.11 eV
**Gap between HOMO and LUMO (alpha / beta)**: 3.7 / 7.0 eV

Structure (ORCA input):
```
! wB97M-V def2-TZVPD RIJCOSX def2/J DEFGRID3
* xyz -1 2
C -1.55 -0.11 -1.16
C -0.55 1.05 -1.01
C 0.26 1.06 0.24
C -0.07 1.67 1.40
C 2.19 0.00 -0.61
N 1.29 0.09 0.26
H -2.17 -0.26 -2.11
H -0.93 -1.09 -1.07
H -2.42 0.03 -0.38
H -1.23 1.89 -1.12
H 0.09 1.00 -1.84
H -1.07 2.15 1.43
H 0.46 1.75 2.36
H 2.96 -0.72 -0.44
H 2.73 0.79 -1.22
H -0.51 -2.08 1.04
H -1.73 -2.74 1.39
O -0.86 -2.93 0.87
*
```

---

Structures ranked by computed energy, the most stable listed first: R), Q), P), S).

---

P) This record from the OMol25 dataset describes a cluster of 2 separate species, C2H4N4OS in total. The level of theory is ωB97M-V/def2-TZVPD.

Results
**HOMO (alpha / beta)**: -8.15 / -8.15 eV
**Gap between HOMO and LUMO (alpha / beta)**: 6.7 / 6.7 eV

Structure (ORCA input):
```
! wB97M-V def2-TZVPD RIJCOSX def2/J DEFGRID3
* xyz 0 1
C 1.03 0.34 0.04
C -0.28 0.10 -0.53
N 1.69 1.18 -0.64
N -0.36 1.01 -1.58
N 0.94 1.60 -1.70
N -0.54 -1.82 2.15
O -1.22 -0.62 -0.17
S 1.01 -1.59 2.14
H -1.00 1.04 -2.46
H 0.93 2.54 -1.75
H -1.02 -1.40 2.94
H -1.17 -2.37 1.55
*
```

---

Q) This record from the OMol25 dataset describes an isolated molecule of C2H4N4OS. The level of theory is ωB97M-V/def2-TZVPD.

Results
**Structure (SMILES)**: Nn1[nH]c(=S)nc1O
**HOMO**: -8.25 eV
**Gap between HOMO and LUMO**: 8.5 eV

Structure (ORCA input):
```
! wB97M-V def2-TZVPD RIJCOSX def2/J DEFGRID3
* xyz 0 1
C 0.33 -1.50 0.89
C -0.82 -0.20 -0.33
H -0.06 2.24 0.17
H 0.70 2.05 -1.32
H 2.10 -0.51 0.48
H -2.57 -0.07 -0.87
N 0.67 1.73 -0.35
N 0.43 0.35 -0.35
N 1.10 -0.40 0.62
N -0.93 -1.31 0.33
O -1.78 0.45 -0.98
S 0.85 -2.83 1.71
*
```

---

Structures ranked by computed energy, the most stable listed first: Q), P).

---

P) This record from the OMol25 dataset describes a cluster of 2 separate species, C4H11N2O in total. The level of theory is ωB97M-V/def2-TZVPD.

Results
**HOMO (alpha / beta)**: -18.35 / -17.23 eV
**Gap between HOMO and LUMO (alpha / beta)**: 8.6 / 5.1 eV

Structure (ORCA input):
```
! wB97M-V def2-TZVPD RIJCOSX def2/J DEFGRID3
* xyz 2 2
O 0.54 0.90 0.74
C 0.78 1.07 -0.45
C 0.66 0.00 -1.42
C 0.28 -1.34 -1.06
C -1.25 -1.43 -0.61
N -2.06 -1.09 -1.71
N 1.22 1.67 3.70
H 1.13 2.05 -0.81
H 0.71 0.28 -2.47
H 0.48 -2.03 -1.87
H 0.83 -1.69 -0.18
H -1.53 -2.45 -0.35
H -1.34 -0.77 0.26
H 0.63 2.46 3.98
H -1.91 -0.16 -2.11
H -3.05 -1.33 -1.66
H 2.12 1.60 4.18
H 1.12 1.32 2.74
*
```

---

Q) This record from the OMol25 dataset describes a structure of composition C4H11N2O. The level of theory is ωB97M-V/def2-TZVPD.

Results
**HOMO (alpha / beta)**: -17.64 / -17.64 eV
**Gap between HOMO and LUMO (alpha / beta)**: 5.9 / 5.5 eV

Structure (ORCA input):
```
! wB97M-V def2-TZVPD RIJCOSX def2/J DEFGRID3
* xyz 2 2
C -3.30 1.73 0.29
C -2.20 0.92 0.61
C 3.15 -0.78 1.17
C 2.04 -0.82 0.41
N 1.58 -1.33 -1.96
O 0.72 -0.78 0.89
N -1.59 0.09 -0.20
H -1.92 0.94 1.60
H -3.52 1.75 -0.74
H -4.08 1.90 1.05
H -1.65 2.96 0.24
H 4.16 -0.99 0.77
H 2.98 -0.67 2.24
H 1.66 -2.15 -2.40
H 2.04 -0.59 -2.45
H 0.10 -0.68 0.05
H -2.23 -0.24 -0.89
H 2.07 -1.26 -0.68
*
```

---

Structures ranked by computed energy, the most stable listed first: P), Q).

---

P) This record from the OMol25 dataset describes a cluster of 3 separate species, C3H10O3S in total. The level of theory is ωB97M-V/def2-TZVPD.

Results
**Structure (SMILES)**: O=CCCS.O.O
**HOMO**: -9.06 eV
**Gap between HOMO and LUMO**: 9.6 eV

Structure (ORCA input):
```
! wB97M-V def2-TZVPD RIJCOSX def2/J DEFGRID3
* xyz 0 1
O -2.38 0.85 0.14
C -1.58 0.21 -0.50
C -0.12 0.19 -0.19
C 0.40 -0.93 0.74
S 2.16 -1.34 0.39
H -1.89 -0.39 -1.37
H 0.48 0.11 -1.08
H 0.09 1.13 0.31
H -0.07 -1.89 0.54
H 0.25 -0.66 1.77
H 2.66 -0.93 1.56
H -1.12 1.74 2.89
H 0.37 2.03 3.02
O -0.26 1.31 3.01
H 0.04 -0.17 -4.42
H 0.86 -0.92 -3.35
O 0.09 -0.35 -3.47
*
```

---

Q) This record from the OMol25 dataset describes a cluster of 3 separate species, C3H10O3S in total. The level of theory is ωB97M-V/def2-TZVPD.

Results
**Structure (SMILES)**: O=CCCS.O.O
**HOMO**: -9.16 eV
**Gap between HOMO and LUMO**: 9.8 eV

Structure (ORCA input):
```
! wB97M-V def2-TZVPD RIJCOSX def2/J DEFGRID3
* xyz 0 1
O 1.87 0.98 0.65
C 2.60 0.16 0.15
C 2.42 -1.32 0.35
C 1.16 -1.68 1.12
S -0.32 -1.13 0.24
H 3.47 0.46 -0.46
H 3.32 -1.71 0.80
H 2.41 -1.82 -0.63
H 1.15 -2.77 1.20
H 1.19 -1.27 2.12
H -0.92 -2.32 0.12
H -1.77 4.91 3.73
H -2.39 3.51 4.30
O -2.32 4.14 3.57
H -4.04 0.09 -4.98
H -3.51 -0.13 -6.41
O -4.32 -0.09 -5.89
*
```

---

Structures ranked by computed energy, the most stable listed first: P), Q).

---

P) This record from the OMol25 dataset describes an isolated molecule of C4H12N2OS. The level of theory is ωB97M-V/def2-TZVPD.

Results
**Structure (SMILES)**: C=[S@](=O)(NC)N(C)C
**HOMO**: -8.19 eV
**Gap between HOMO and LUMO**: 9.0 eV

Structure (ORCA input):
```
! wB97M-V def2-TZVPD RIJCOSX def2/J DEFGRID3
* xyz 0 1
C 1.89 -0.55 -1.42
C -1.52 1.92 -0.76
C -0.34 -2.07 0.53
C 0.57 -0.12 1.69
N -0.11 1.56 -0.91
N -0.10 -0.67 0.52
O -0.77 -0.66 -2.08
S 0.28 -0.11 -1.09
H 2.02 -0.82 -2.42
H 2.51 -0.08 -0.66
H -1.58 3.07 -0.84
H -2.02 1.51 -1.61
H -1.86 1.62 0.19
H 0.36 -2.72 1.03
H -1.39 -2.24 0.65
H -0.18 -2.26 -0.51
H 1.63 -0.32 1.51
H 0.49 0.91 1.79
H 0.45 -0.65 2.63
H 0.19 1.88 -1.84
*
```

---

Q) This record from the OMol25 dataset describes a cluster of 2 separate species, C4H12N2OS in total. The level of theory is ωB97M-V/def2-TZVPD.

Results
**HOMO (alpha / beta)**: -7.72 / -5.99 eV
**Gap between HOMO and LUMO (alpha / beta)**: 8.7 / 6.9 eV

Structure (ORCA input):
```
! wB97M-V def2-TZVPD RIJCOSX def2/J DEFGRID3
* xyz 0 1
C -2.35 1.00 1.13
C 0.95 -2.35 0.20
C 3.01 1.20 -0.49
C 0.73 -0.07 0.13
N -2.40 0.38 -1.18
N -2.37 -0.05 0.08
O 1.38 -1.15 -0.40
S 1.31 1.54 0.03
H -1.27 1.03 1.42
H -2.49 1.94 0.73
H -3.06 0.72 1.87
H 0.77 -2.13 1.23
H 1.77 -3.02 0.12
H 0.09 -2.79 -0.36
H 3.68 1.86 -0.01
H 3.26 1.09 -1.53
H 3.12 0.24 0.05
H -0.42 -0.20 0.18
H -3.01 1.18 -1.53
H -2.71 -0.42 -1.65
*
```

---

Structures ranked by computed energy, the most stable listed first: P), Q).

---

P) This record from the OMol25 dataset describes a cluster of 2 separate species, CH3NO4S in total. The level of theory is ωB97M-V/def2-TZVPD.

Results
**HOMO (alpha / beta)**: -8.19 / -9.79 eV
**Gap between HOMO and LUMO (alpha / beta)**: 4.9 / 8.9 eV

Structure (ORCA input):
```
! wB97M-V def2-TZVPD RIJCOSX def2/J DEFGRID3
* xyz 0 1
C 2.54 -0.70 -0.28
N -1.70 -1.12 -0.32
O 3.33 0.14 -0.35
O -1.39 1.58 1.23
O 0.57 2.04 -0.10
O -0.47 -0.50 -0.18
S -0.08 1.11 0.79
H 1.41 -0.77 -0.39
H -2.21 -0.60 -1.07
H -2.00 -1.17 0.68
*
```

---

Q) This record from the OMol25 dataset describes a cluster of 2 separate species, CH3NO4S in total. The level of theory is ωB97M-V/def2-TZVPD.

Results
**HOMO (alpha / beta)**: -9.37 / -9.73 eV
**Gap between HOMO and LUMO (alpha / beta)**: 6.1 / 6.8 eV

Structure (ORCA input):
```
! wB97M-V def2-TZVPD RIJCOSX def2/J DEFGRID3
* xyz 0 1
C -0.15 1.78 0.27
N -0.48 -2.35 -0.70
O -0.19 -1.09 -0.54
O -0.08 -3.16 0.11
O 2.30 0.82 0.62
O -1.13 -2.65 -1.64
S 0.97 0.44 0.98
H -0.54 1.94 1.28
H -1.06 1.58 -0.33
H 0.36 2.70 -0.04
*
```

---

Structures ranked by computed energy, the most stable listed first: P), Q).

---

P) This record from the OMol25 dataset describes a structure of composition CH16O7. The level of theory is ωB97M-V/def2-TZVPD.

Results
**HOMO**: -10.14 eV
**Gap between HOMO and LUMO**: 10.0 eV

Structure (ORCA input):
```
! wB97M-V def2-TZVPD RIJCOSX def2/J DEFGRID3
* xyz 0 1
C 0.15 -0.54 -2.98
O -0.09 -0.51 -1.55
H 0.88 0.23 -3.24
H -0.81 -0.35 -3.49
H 0.59 -1.51 -3.28
H 0.39 0.44 -1.02
H -0.39 2.09 0.19
H -1.22 2.39 1.35
O -1.26 2.47 0.45
H 1.33 0.63 0.51
H 1.57 1.82 -0.78
O 0.93 1.21 -0.33
H -2.07 0.77 0.12
H -1.54 -0.49 -0.50
O -2.18 -0.19 0.21
H 1.51 -1.26 0.98
H 2.37 -0.50 2.09
O 1.69 -0.30 1.41
H 0.62 -1.87 -0.79
H 1.49 -3.15 -0.58
O 1.09 -2.38 -0.08
H 0.13 0.01 2.26
H -1.31 -0.08 1.88
O -0.73 0.21 2.65
*
```

---

Q) This record from the OMol25 dataset describes a cluster of 7 separate species, CH16O7 in total. The level of theory is ωB97M-V/def2-TZVPD.

Results
**Structure (SMILES)**: CO.O.O.O.O.O.O
**HOMO**: -10.29 eV
**Gap between HOMO and LUMO**: 10.5 eV

Structure (ORCA input):
```
! wB97M-V def2-TZVPD RIJCOSX def2/J DEFGRID3
* xyz 0 1
C -1.02 0.70 2.19
O -1.53 -0.33 1.35
H -0.07 1.05 1.81
H -0.95 0.36 3.24
H -1.56 1.63 2.08
H -0.91 -1.07 1.35
H -1.73 -2.62 -2.50
H -1.63 -1.11 -2.09
O -1.11 -1.92 -2.21
H 0.77 -3.07 0.36
H 0.06 -2.20 -0.69
O 0.36 -2.21 0.24
H -2.03 0.46 -0.27
H -2.16 1.53 -1.39
O -1.75 0.68 -1.18
H 1.73 -0.42 0.28
H 1.70 0.59 -0.90
O 2.09 0.43 -0.02
H 3.12 2.67 2.01
H 2.49 1.45 1.31
O 2.62 1.87 2.19
H -0.07 1.02 -2.35
H 0.76 -0.22 -2.28
O 0.83 0.71 -2.54
*
```

---

Structures ranked by computed energy, the most stable listed first: Q), P).

---

P) This record from the OMol25 dataset describes an isolated molecule of C4H6N2S. The level of theory is ωB97M-V/def2-TZVPD.

Results
**Structure (SMILES)**: [H]/N=C(\N)C(=S)C=C
**HOMO**: -9.14 eV
**Gap between HOMO and LUMO**: 7.9 eV

Structure (ORCA input):
```
! wB97M-V def2-TZVPD RIJCOSX def2/J DEFGRID3
* xyz 0 1
C -0.02 -0.04 1.16
C -0.18 -0.35 -0.29
C 0.30 0.67 -1.22
C 0.42 0.47 -2.53
H -0.69 -1.85 1.54
H -0.68 -0.84 2.90
H 0.28 1.27 2.55
H 0.46 1.66 -0.75
H 0.16 -0.49 -2.99
H 0.71 1.22 -3.16
N -0.27 -1.09 2.03
N 0.30 1.17 1.51
S -0.80 -1.80 -0.74
*
```

---

Q) This record from the OMol25 dataset describes an isolated molecule of C4H6N2S. The level of theory is ωB97M-V/def2-TZVPD.

Results
**HOMO**: -7.06 eV
**Gap between HOMO and LUMO**: 7.0 eV

Structure (ORCA input):
```
! wB97M-V def2-TZVPD RIJCOSX def2/J DEFGRID3
* xyz 0 1
C -1.79 1.49 0.25
C -2.56 0.40 0.39
C -0.40 1.22 0.22
C 1.50 -1.67 0.29
N -0.06 -0.07 0.13
N 1.16 -0.35 0.14
S -1.69 -1.12 0.30
H -2.27 2.44 0.22
H -3.64 0.24 0.55
H 0.37 1.86 0.29
H 1.88 -2.14 1.25
H 0.51 -2.11 0.12
H 2.26 -2.02 -0.45
*
```

---

Structures ranked by computed energy, the most stable listed first: P), Q).